Entry 1:
Formula: C102H100F27N11O40
Source: OMol25
Level of theory: ωB97M-V with the def2-TZVPD basis set

Geometry as XYZ:
```
280
Properties=species:S:1:pos:R:3:mulliken_charge:R:1
C -4.47 -7.71 3.05 -0.43
C -3.92 -7.54 1.78 -0.41
C -4.17 -8.53 0.82 -0.28
C -4.95 -9.64 1.07 -0.17
C -5.50 -9.83 2.34 -0.47
C -5.16 -8.89 3.34 -0.67
N -5.18 -10.68 -0.01 0.95
O -6.03 -11.53 0.18 -0.59
O -4.54 -10.60 -1.06 -0.56
H -4.29 -6.92 3.77 0.56
H -3.37 -6.65 1.50 0.56
H -3.80 -8.33 -0.18 0.69
H -6.13 -10.68 2.55 0.45
H -5.64 -8.92 4.31 0.33
C 1.22 2.79 3.38 0.29
C 0.34 2.93 4.47 -0.43
C 0.02 4.21 4.83 -0.57
C 0.61 5.32 4.27 -0.05
C 1.54 5.25 3.24 -0.22
C 1.84 3.92 2.85 -1.53
N 0.11 6.68 4.62 1.02
O 0.82 7.63 4.51 -0.61
O -1.10 6.82 4.81 -0.59
H 1.44 1.79 3.03 0.30
H -0.12 2.03 4.85 0.28
H -0.72 4.25 5.61 0.53
H 1.94 6.12 2.74 0.70
H 2.59 3.77 2.09 0.70
C -3.29 1.88 4.40 0.02
C -3.49 3.06 5.15 -0.38
C -4.28 2.95 6.27 -0.68
C -4.93 1.76 6.66 -0.89
C -4.74 0.62 5.83 -0.76
C -3.85 0.64 4.72 -0.54
N -5.85 1.67 7.78 0.99
O -6.16 0.60 8.26 -0.60
O -6.25 2.69 8.29 -0.60
H -2.66 1.91 3.52 0.83
H -2.96 3.98 4.95 0.55
H -4.36 3.81 6.92 0.51
H -5.26 -0.30 6.05 0.56
H -3.79 -0.24 4.09 0.97
C 3.56 -4.60 5.89 -0.27
C 3.70 -4.37 4.48 -0.88
C 3.20 -5.38 3.61 -0.15
C 2.72 -6.61 4.12 0.02
C 2.69 -6.81 5.50 -0.20
C 3.08 -5.78 6.41 -0.70
N 2.09 -7.63 3.22 1.02
O 2.46 -7.68 2.08 -0.53
O 1.21 -8.30 3.72 -0.60
H 3.77 -3.72 6.48 0.37
H 4.16 -3.46 4.12 0.54
H 2.99 -5.16 2.57 0.49
H 2.24 -7.70 5.92 0.40
H 2.89 -5.88 7.46 0.42
C 5.10 3.35 -4.23 -0.78
C 6.14 4.11 -4.66 -0.69
C 7.39 4.04 -4.02 -0.61
C 7.49 3.26 -2.91 -0.79
C 6.38 2.60 -2.40 0.75
C 5.17 2.63 -3.02 -1.07
N 8.85 3.21 -2.20 1.09
O 9.03 2.25 -1.48 -0.53
O 9.73 4.06 -2.42 -0.64
H 4.18 3.27 -4.80 0.53
H 6.06 4.62 -5.61 0.54
H 8.25 4.45 -4.52 0.55
H 6.42 1.97 -1.52 0.87
H 4.32 2.07 -2.65 0.73
C -4.26 2.94 -5.45 -1.63
C -4.21 2.26 -4.21 -0.47
C -5.24 2.54 -3.33 0.57
C -6.28 3.37 -3.72 -0.50
C -6.30 3.96 -4.99 -0.41
C -5.29 3.81 -5.86 -0.63
N -7.36 3.77 -2.80 1.12
O -8.23 4.50 -3.15 -0.66
O -7.28 3.29 -1.68 -0.62
H -3.47 2.77 -6.17 0.65
H -3.54 1.45 -3.98 0.72
H -5.35 1.98 -2.41 0.98
H -6.97 4.74 -5.31 0.40
H -5.21 4.38 -6.78 0.48
C -4.00 7.37 2.03 -1.12
C -3.71 6.10 2.69 0.10
C -3.69 4.91 2.00 -0.14
C -3.84 4.92 0.64 0.28
C -4.28 6.11 -0.05 -0.72
C -4.30 7.29 0.66 -0.35
N -3.68 3.66 -0.11 0.85
O -3.22 3.75 -1.24 -0.22
O -4.02 2.59 0.40 -0.32
H -3.92 8.33 2.52 0.45
H -3.50 6.11 3.75 0.32
H -3.28 4.02 2.45 0.03
H -4.53 6.11 -1.10 0.46
H -4.61 8.23 0.23 0.41
C -1.90 7.96 -3.16 -0.83
C -1.93 6.79 -2.43 -0.56
C -1.24 6.75 -1.21 0.79
C -0.64 7.84 -0.62 -0.53
C -0.62 9.04 -1.39 -0.72
C -1.29 9.13 -2.63 -0.75
N -0.02 7.71 0.69 1.00
O -0.35 6.91 1.50 -0.21
O 0.94 8.44 0.94 -0.65
H -2.35 8.04 -4.14 0.46
H -2.41 5.89 -2.77 0.82
H -1.24 5.81 -0.68 0.30
H -0.12 9.89 -0.97 0.53
H -1.32 10.05 -3.18 0.42
C -6.86 0.20 2.90 -0.80
C -5.65 0.36 2.13 -0.89
C -5.05 -0.78 1.61 0.26
C -5.58 -2.04 1.89 -0.48
C -6.66 -2.18 2.79 -0.38
C -7.35 -1.07 3.34 -1.02
N -4.90 -3.24 1.40 1.28
O -5.10 -4.30 2.02 -0.55
O -4.28 -3.19 0.33 -0.57
H -7.42 1.08 3.15 0.52
H -5.40 1.39 1.93 0.79
H -4.25 -0.63 0.89 0.81
H -6.98 -3.17 3.05 0.56
H -8.24 -1.23 3.92 0.50
C 6.32 1.90 1.89 -0.03
C 6.65 3.08 1.25 -0.56
C 7.87 3.61 1.52 -0.34
C 8.76 2.95 2.38 -0.22
C 8.36 1.77 3.02 -0.59
C 7.20 1.17 2.65 -0.88
N 10.06 3.54 2.67 1.02
O 10.92 2.88 3.24 -0.60
O 10.22 4.66 2.22 -0.60
H 5.31 1.53 1.78 0.49
H 5.96 3.57 0.57 0.87
H 8.06 4.56 1.05 0.50
H 9.05 1.33 3.73 0.48
H 6.92 0.31 3.24 0.49
C -0.75 3.84 -4.62 -0.14
C 0.64 3.68 -4.77 -0.37
C 1.35 4.46 -5.64 -0.41
C 0.70 5.40 -6.44 -0.57
C -0.69 5.54 -6.35 -0.76
C -1.39 4.79 -5.42 -0.30
N 1.49 6.22 -7.40 1.00
O 0.96 7.12 -8.05 -0.59
O 2.70 5.92 -7.50 -0.60
H -1.25 3.29 -3.84 0.49
H 1.17 3.06 -4.07 0.65
H 2.42 4.42 -5.74 0.55
H -1.20 6.37 -6.82 0.44
H -2.46 4.97 -5.44 0.55
C 7.40 -0.53 -2.90 -0.85
C 7.35 -0.90 -1.40 0.09
O 6.15 -1.59 -1.08 -0.27
C 4.98 -0.88 -0.75 -0.49
O 4.88 0.37 -0.78 -0.19
C 3.86 -1.76 -0.22 1.01
F 4.00 -1.97 1.11 -0.22
F 2.64 -1.18 -0.51 -0.23
F 3.91 -2.98 -0.76 -0.23
H 8.03 0.34 -3.09 0.23
H 6.37 -0.26 -3.17 0.11
H 7.55 -1.40 -3.54 0.40
H 7.37 -0.06 -0.71 0.06
H 8.21 -1.54 -1.19 0.39
C -5.56 -4.06 7.28 -1.38
C -4.63 -3.35 6.33 0.41
O -3.39 -4.10 6.30 -0.35
C -2.53 -4.10 5.26 0.50
O -2.80 -3.59 4.20 -0.42
C -1.11 -4.77 5.45 0.79
F -0.79 -4.98 6.78 -0.31
F -1.08 -5.89 4.71 -0.17
F -0.16 -3.96 5.05 -0.17
H -5.02 -4.38 8.17 0.34
H -5.76 -5.01 6.78 0.33
H -6.53 -3.62 7.49 0.37
H -4.32 -2.33 6.57 0.16
H -5.02 -3.28 5.31 -0.02
C -0.44 -0.90 5.33 -1.62
C 0.68 -0.75 4.33 1.78
O 1.91 -0.73 5.09 -0.51
C 3.04 -0.43 4.43 0.33
O 3.16 -0.33 3.19 -0.12
C 4.26 -0.34 5.38 0.65
F 3.95 -0.83 6.62 -0.27
F 5.25 -1.12 4.91 -0.24
F 4.68 0.86 5.49 -0.21
H -0.45 -0.03 5.98 0.48
H -0.41 -1.75 6.01 0.48
H -1.36 -0.87 4.74 0.07
H 0.46 0.17 3.79 -0.78
H 0.66 -1.56 3.61 0.12
C 2.27 -3.35 -8.08 -1.36
C 2.73 -3.43 -6.70 0.02
O 2.08 -2.42 -5.94 -0.10
C 2.23 -2.17 -4.64 0.11
O 3.03 -2.77 -3.89 -0.60
C 1.22 -1.13 -4.04 0.51
F 1.84 -0.01 -3.57 0.10
F 0.36 -0.68 -4.98 -0.31
F 0.46 -1.68 -3.10 0.13
H 2.27 -2.31 -8.41 0.32
H 1.29 -3.82 -8.14 0.30
H 2.89 -3.89 -8.79 0.41
H 3.80 -3.24 -6.83 0.27
H 2.59 -4.40 -6.22 0.23
C -6.87 -0.55 -4.25 -1.32
C -5.59 -1.12 -3.59 0.42
O -4.93 -2.14 -4.27 -0.34
C -4.05 -1.88 -5.17 0.49
O -3.61 -0.77 -5.67 -0.60
C -3.43 -3.12 -5.83 0.81
F -2.14 -3.15 -5.43 -0.15
F -3.96 -4.22 -5.41 -0.27
F -3.57 -3.03 -7.18 -0.27
H -7.32 0.05 -3.46 0.37
H -7.56 -1.37 -4.45 0.43
H -6.69 -0.04 -5.19 0.30
H -5.90 -1.47 -2.61 0.35
H -4.86 -0.36 -3.29 -0.20
C -1.22 -9.75 -0.98 -1.52
C -0.13 -8.80 -0.67 0.20
O 0.70 -8.72 -1.81 -0.05
C 1.84 -9.50 -1.83 0.24
O 2.25 -10.20 -0.87 -0.56
C 2.74 -9.39 -3.06 0.93
F 3.89 -8.85 -2.74 -0.24
F 2.99 -10.68 -3.43 -0.26
F 2.20 -8.63 -4.03 -0.22
H -1.95 -9.78 -0.17 0.29
H -0.97 -10.80 -1.16 0.42
H -1.66 -9.48 -1.94 0.38
H 0.44 -9.08 0.21 0.45
H -0.56 -7.84 -0.40 0.00
C 6.23 8.34 -3.25 -1.04
C 5.47 8.49 -1.89 -0.35
O 4.73 7.28 -1.74 -0.12
C 3.40 7.19 -1.93 -0.20
O 2.72 8.16 -2.17 -0.53
C 2.83 5.82 -1.52 1.09
F 3.64 4.82 -1.96 -0.05
F 2.81 5.70 -0.17 -0.22
F 1.65 5.55 -2.11 -0.10
H 6.88 7.47 -3.32 0.20
H 6.84 9.22 -3.46 0.44
H 5.51 8.37 -4.07 0.31
H 4.94 9.43 -1.76 0.38
H 6.25 8.42 -1.14 0.26
C 2.95 -6.03 -0.92 -1.06
C 2.10 -5.58 -2.12 0.43
O 0.74 -5.84 -1.89 0.21
C -0.15 -5.37 -2.76 0.17
O 0.04 -4.91 -3.85 -0.69
C -1.60 -5.50 -2.29 0.79
F -1.69 -5.81 -0.99 -0.16
F -2.21 -4.33 -2.55 -0.06
F -2.11 -6.43 -3.08 -0.29
H 2.98 -5.25 -0.16 -0.08
H 3.97 -6.17 -1.26 0.49
H 2.75 -7.00 -0.46 0.10
H 2.40 -6.02 -3.08 0.32
H 2.19 -4.49 -2.11 -0.26
C -0.37 -2.33 0.24 0.29
C -1.35 -1.25 -0.24 0.07
O -0.66 -0.09 -0.79 0.34
C -0.25 0.93 0.12 0.02
O -0.31 0.83 1.34 -0.33
C 0.39 2.13 -0.63 0.20
F -0.53 2.57 -1.47 -0.11
F 0.75 3.07 0.24 0.04
F 1.48 1.78 -1.34 0.08
H -0.93 -3.25 0.42 0.54
H 0.12 -2.02 1.16 -0.57
H 0.47 -2.53 -0.43 -0.49
H -2.00 -1.02 0.61 -0.29
H -1.98 -1.65 -1.03 0.32
```

gap between HOMO and LUMO	0.320	Eh
LUMO energy	-1.271	eV
net charge	0
HOMO energy	-9.99	eV

Entry 2:
Formula: C2H6Cl4CrN2O20
Source: OMol25
Level of theory: ωB97M-V with the def2-TZVPD basis set

Geometry as XYZ:
```
35
Properties=species:S:1:pos:R:3:nbo_charge:R:1
Cr -0.20 0.17 0.31 1.53
Cl -0.55 -2.74 2.07 2.63
O 0.46 -3.23 2.93 -0.91
O -1.27 -3.81 1.49 -0.87
O -1.45 -1.90 2.79 -0.84
O 0.11 -2.05 1.06 -0.95
Cl -2.00 1.94 3.06 2.63
O -2.59 3.08 2.47 -0.84
O -1.38 1.23 2.01 -0.96
O -1.00 2.08 4.08 -0.87
O -3.07 1.21 3.61 -0.87
Cl -0.77 3.46 -1.50 2.55
O -0.76 3.25 -2.95 -0.84
O -0.29 2.27 -0.87 -0.97
O 0.21 4.40 -1.05 -0.87
O -2.08 3.78 -0.94 -0.81
Cl -2.95 -0.77 -1.81 2.58
O -2.56 0.01 -2.96 -0.84
O -2.20 -0.47 -0.63 -0.90
O -4.35 -0.67 -1.50 -0.84
O -2.75 -2.16 -2.08 -0.89
C 3.68 -0.36 2.14 -0.49
N 2.96 0.57 1.24 0.58
O 3.60 1.43 0.69 -0.33
O 1.78 0.42 1.21 -0.41
H 4.61 0.15 2.39 0.22
H 4.06 -1.15 1.50 0.24
H 3.06 -0.69 2.98 0.27
C 0.91 -1.32 -3.72 -0.48
N 1.32 -1.36 -2.33 0.54
O 2.34 -2.08 -2.08 -0.35
O 0.65 -0.78 -1.40 -0.42
H 1.73 -1.65 -4.35 0.22
H 0.69 -0.28 -3.99 0.26
H 0.06 -1.98 -3.86 0.27
```

ΔE to the lowest compared entry with this formula, charge and spin	197.6	kJ/mol
gap between HOMO and LUMO (alpha / beta)	0.249 / 0.247	Eh
LUMO energy (alpha / beta)	2.813 / 2.748	eV
net charge	-2
HOMO energy (alpha / beta)	-3.96 / -3.96	eV
spin multiplicity	5

Entry 3:
Formula: C2H7FO3Si
Source: OMol25
Level of theory: ωB97M-V with the def2-TZVPD basis set

Geometry as XYZ:
```
14
Properties=species:S:1:pos:R:3:nbo_charge:R:1
C 0.91 -1.47 0.10 -0.65
C 1.47 -0.06 -0.07 -0.06
O 0.80 0.96 0.57 -0.81
Si -1.28 0.91 -0.11 2.40
O -2.12 -0.22 0.69 -1.06
O -1.92 2.32 0.23 -1.10
F -1.23 0.73 -1.66 -0.65
H 0.19 -1.78 -0.50 0.18
H 1.70 -2.10 0.12 0.23
H 0.58 -1.51 1.20 0.21
H 1.63 0.24 -1.17 0.14
H 2.44 -0.08 0.36 0.17
H -1.70 -1.04 0.32 0.50
H -1.46 3.09 -0.07 0.52
```

ΔE to the lowest compared entry with this formula, charge and spin	92.3	kJ/mol
gap between HOMO and LUMO	0.364	Eh
LUMO energy	0.326	eV
net charge	0
SMILES	CCO[Si](O)(O)F
HOMO energy	-9.58	eV

Max |F| for every record listed, in sequence, given in eV/Å: 6.59, 5.92, 6.14.
Total energy for every record listed, in sequence, given in eV: -279026.613, -124579.110, -18928.203.